Record 1
Molecular formula: CH7N3
Method: DFT, ωB97M-V/def2-TZVPD

```
11
CH7N3 | the Open Molecules 2025 dataset | ωB97M-V/def2-TZVPD
H -1.55254 1.01537 -0.16303
N -0.60605 1.06451 0.21237
C 0.22063 1.18941 -0.74332
N 1.60704 1.19893 -0.31980
H -0.00193 1.26923 -1.90177
H 2.33288 1.75142 -0.77043
H 1.80486 0.66679 0.49193
N -1.01576 -2.77045 0.77094
H -1.14951 -2.18966 -0.04537
H -1.51388 -2.40704 1.57592
H -1.14026 -3.69350 0.62808
```

SMILES = [H]/N=C/N.N
calculated total energy = -5620.0658 eV
orbital gap = 10.345 eV
energy relative to the best compared isomer or geometry (same formula, charge and spin) = 0.840 eV
multiplicity = 1

Atom charges from the natural (NBO) analysis, given in e for atoms 1 to 4: H 0.334; N -0.682; C 0.271; N -0.872


Record 2
Molecular formula: CH7N4O
Method: DFT, ωB97M-V/def2-TZVPD

```
13
CH7N4O | the Open Molecules 2025 dataset | ωB97M-V/def2-TZVPD
C -1.27939 0.83330 -0.26411
N -1.26969 -0.44012 -0.46349
N -0.47267 1.53601 0.54923
N 2.24964 -0.74970 0.01835
N -0.52239 -1.27460 0.23511
O 2.81638 0.09013 -0.66165
H 2.66553 -1.04570 0.89608
H -1.85951 1.54707 -0.82641
H -1.88270 -0.58359 -1.29008
H -0.48907 2.58393 0.46017
H 0.18381 0.89187 0.99264
H 0.58197 -1.10341 0.29249
H -0.72190 -2.28519 0.06168
```

total charge = +1
calculated total energy = -9147.2731 eV
orbital gap = 8.347 eV
energy relative to the best compared isomer or geometry (same formula, charge and spin) = 2.770 eV
multiplicity = 1

Atom charges from the natural (NBO) analysis, given in e for atoms 1 to 4: C 0.328; N -0.319; N -0.756; N -0.064


Record 3
Molecular formula: CH7N4OS
Method: DFT, ωB97M-V/def2-TZVPD

```
14
CH7N4OS | the Open Molecules 2025 dataset | ωB97M-V/def2-TZVPD
N -0.95422 -1.36381 -0.04731
N -0.80196 -0.01735 0.05667
N -1.71437 0.94237 -0.39302
C 0.59113 0.40796 0.22454
O 0.79884 1.67711 -0.02612
N 1.55168 -0.51692 0.22032
S 3.24362 -0.16920 -0.07052
H -1.61487 -1.91210 0.66355
H -1.16119 -1.62001 -0.91154
H -2.48199 0.84999 0.25510
H -2.00285 0.77800 -1.35089
H -0.05949 1.93391 -0.22779
H 1.20211 -1.39445 0.44481
H 3.40354 0.40450 1.16220
```

SMILES = N[N+](N)=C(O)NS
total charge = +1
calculated total energy = -19984.4701 eV
orbital gap = 10.288 eV
energy relative to the best compared isomer or geometry (same formula, charge and spin) = 0.519 eV
multiplicity = 1

Atom charges from the natural (NBO) analysis, given in e for atoms 1 to 4: N -0.659; N -0.142; N -0.655; C 0.794


Record 4
Molecular formula: CH7N4S2
Method: DFT, ωB97M-V/def2-TZVPD

```
14
CH7N4S2 | the Open Molecules 2025 dataset | ωB97M-V/def2-TZVPD
C -0.42742 0.78350 -0.79398
N -1.07321 -0.35137 -0.50184
N -1.01249 1.96129 -0.42103
N 0.56902 0.79824 -1.63039
N -1.71807 -0.99689 0.31287
S 3.18057 -1.40737 1.02063
S -1.70456 -0.97274 1.90857
H -1.43085 2.00537 0.50681
H -0.93290 2.85817 -0.93185
H 1.09393 -0.01199 -1.99261
H 0.67800 1.61773 -2.10311
H 2.01239 -1.30953 1.62495
H 3.25410 -2.82741 0.93240
H -2.48853 -2.14701 2.06857
```

total charge = +1
calculated total energy = -28772.0035 eV
orbital gap = 7.541 eV
energy relative to the best compared isomer or geometry (same formula, charge and spin) = 0.633 eV
multiplicity = 1

Atom charges from the natural (NBO) analysis, given in e for atoms 1 to 4: C 0.599; N -0.188; N -0.781; N -0.714


Record 5
Molecular formula: CH7N6
Method: DFT, ωB97M-V/def2-TZVPD

```
14
CH7N6 | the Open Molecules 2025 dataset | ωB97M-V/def2-TZVPD
C 1.91111 -0.57246 -0.07750
N 3.12488 0.03492 -0.10745
N 3.01716 1.25937 0.02698
N 0.89900 0.26389 0.04191
N 1.83866 1.71457 0.01158
N 1.89605 -1.87174 0.08189
N -1.67902 0.47507 0.02637
H -0.59224 0.32357 0.14318
H 1.35691 2.53816 -0.09682
H 1.15716 -2.54002 -0.05540
H 2.71624 -2.42139 -0.21568
H -2.41233 0.29193 0.62543
H -1.89792 -0.01970 -0.92814
H -1.65776 1.43966 -0.29490
```

total charge = +1
calculated total energy = -10081.4335 eV
orbital gap = 10.232 eV
energy relative to the best compared isomer or geometry (same formula, charge and spin) = 2.969 eV
multiplicity = 1

Atom charges from the natural (NBO) analysis, given in e for atoms 1 to 4: C 0.495; N -0.270; N 0.129; N -0.496


Record 6
Molecular formula: CH7N6
Method: DFT, ωB97M-V/def2-TZVPD

```
14
CH7N6 | the Open Molecules 2025 dataset | ωB97M-V/def2-TZVPD
C -2.03879 -0.26827 -0.14731
N -2.66760 0.71014 -0.32943
N 2.10571 -0.97985 -0.16644
N 0.78362 -0.81553 -0.15297
N -1.70758 -1.48508 -0.11210
N 0.19630 0.26521 -0.18973
N 0.77608 1.47463 -0.12712
H -2.85302 1.64481 -0.04242
H 2.40780 -1.92614 -0.00945
H -2.37444 -2.21923 0.09083
H -0.67472 -1.67498 -0.17561
H 0.15238 2.22784 -0.36909
H 1.73147 1.59839 -0.44280
H 2.74093 -0.23951 0.09900
```

total charge = +1
calculated total energy = -10081.3718 eV
orbital gap = 10.062 eV
energy relative to the best compared isomer or geometry (same formula, charge and spin) = 3.031 eV
multiplicity = 1

Atom charges from the natural (NBO) analysis, given in e for atoms 1 to 4: C 0.784; N -0.559; N -0.622; N -0.065


Record 7
Molecular formula: CH7NO
Method: DFT, ωB97M-V/def2-TZVPD

```
10
CH7NO | the Open Molecules 2025 dataset | ωB97M-V/def2-TZVPD
C -0.20400 -0.01373 0.93226
N -1.50583 -0.25333 -0.61995
H 0.78348 0.56611 0.95751
H -0.43122 0.12163 -0.25596
H 0.03007 -1.04694 0.92805
H -2.26307 -0.30658 0.01293
H -1.36376 -0.99068 -1.21667
H -0.78683 0.17880 1.82733
H 2.58309 0.28095 -0.58637
O 1.65163 0.38154 -0.36509
```

calculated total energy = -4681.0771 eV
orbital gap = 6.814 eV
energy relative to the best compared isomer or geometry (same formula, charge and spin) = 6.850 eV
multiplicity = 1

Atom charges from the natural (NBO) analysis, given in e for atoms 1 to 4: C -0.487; N -0.758; H 0.382; H 0.390


Record 8
Molecular formula: CH7NO2
Method: DFT, ωB97M-V/def2-TZVPD

```
11
CH7NO2 | the Open Molecules 2025 dataset | ωB97M-V/def2-TZVPD
C -0.14668 -1.93887 -1.36729
N -0.98636 -1.03271 -1.74882
H 0.47811 -2.21046 -2.26145
H -0.11848 -2.55165 -0.47087
H -1.66360 -0.66855 -0.96013
O -0.16048 0.26163 1.96492
H -0.05566 1.23991 2.31606
H -0.44057 -0.15668 2.74424
O 1.16531 2.15324 0.34930
H 0.45917 2.58074 0.00808
H 1.08699 1.30996 0.55577
```

SMILES = C=N.O.O
calculated total energy = -6733.7337 eV
orbital gap = 10.551 eV
energy relative to the best compared isomer or geometry (same formula, charge and spin) = 1.610 eV
multiplicity = 1

Atom charges from the natural (NBO) analysis, given in e for atoms 1 to 4: C -0.067; N -0.594; H 0.167; H 0.165


What are the HOMO values for these records? In order: -9.263; -13.528; -14.156; -12.673; -13.899; -13.255; -8.232; -10.007 eV.